Density functional theory data (ωB97M-V/def2-TZVPD) for a molecular structure, C21H18BCl3F2N6S2Tl in a non-equilibrium geometry.

Geometry as XYZ:
```
54
Properties=species:S:1:pos:R:3:forces:R:3
H -1.51906 -5.27759 -4.46182 0.1 0.0 0.0
C -1.02542 -3.67775 -1.51157 -0.1 0.1 -0.1
H -3.01974 -0.62991 4.36280 0.0 0.1 0.0
C -2.15814 -0.51704 3.70475 0.0 -0.1 0.0
S 0.76027 0.42750 3.13423 0.0 0.1 0.1
Tl -0.36183 -0.44115 -0.23507 -0.7 0.3 -0.4
C 0.51783 1.29847 -3.38811 0.0 0.1 0.0
C -0.98984 -3.21645 -4.21132 0.1 0.1 0.2
H 0.67086 4.18748 4.11236 0.1 0.1 0.0
H 0.61310 2.76561 -4.96044 0.0 0.0 0.1
C 1.47077 2.85345 0.94511 -0.2 0.3 -0.3
H 2.53123 0.81668 -0.67940 0.0 0.0 0.0
H -0.26305 4.80906 2.42591 -0.1 0.1 0.1
C -1.29746 -4.48399 -3.76213 0.0 -0.2 -0.2
H 2.95189 2.37533 -1.40027 0.0 0.0 0.0
F -0.93439 -3.10068 -5.57238 0.0 0.0 0.0
C 0.22954 -4.31263 2.55221 -3.1 -0.5 0.4
C 3.11554 1.72633 -0.53949 -0.1 0.1 0.0
C -0.37278 -0.77976 -3.85817 0.0 0.0 -0.2
H -2.36474 -1.02064 2.76022 0.0 0.0 -0.1
H -1.28756 -0.98740 4.15487 0.0 0.0 0.0
H -3.84975 1.73098 3.69827 0.0 0.0 0.0
B 0.27744 3.89724 3.00312 0.1 -0.1 -0.2
C 0.61352 -3.27989 1.64449 0.1 0.3 -0.3
Cl -1.81081 -4.32589 2.42262 2.0 0.2 0.0
N 0.18975 0.07244 -2.98610 0.0 0.0 -0.1
C -0.62342 -0.37305 -5.17665 0.0 0.2 0.0
C -1.29987 -4.69360 -2.40132 0.0 0.1 0.1
H -2.45813 4.06237 3.26147 0.0 0.0 0.0
S 0.17177 2.77210 -0.15439 0.2 0.2 0.1
C -2.11576 3.04392 3.31815 0.2 0.2 -0.1
N 2.72365 2.39995 0.67150 0.0 0.0 0.4
H 0.92336 1.95681 -2.62692 0.0 -0.1 0.1
H 4.17158 1.47400 -0.46921 0.0 0.0 0.0
C 0.32303 1.76223 -4.67749 0.0 0.0 -0.2
C 3.54191 2.65932 1.75921 0.1 0.0 -0.1
C -0.63353 1.40220 3.25493 0.1 -0.1 0.1
C -0.74419 -2.38964 -1.96511 0.2 0.3 0.1
C -2.80106 1.90555 3.53026 -0.1 -0.1 0.1
N -0.78029 2.74313 3.15149 -0.2 -0.3 0.0
Cl 0.55055 -3.95949 4.21063 0.4 0.1 0.1
C -0.26871 0.90090 -5.58545 0.0 -0.1 0.1
N 0.85852 -2.42610 0.91976 0.7 -0.5 0.2
H -1.03725 -3.90581 -0.44801 -0.1 -0.1 0.0
Cl 0.64825 -5.91743 2.07213 0.5 -0.1 -0.2
N 1.50101 3.41733 2.17340 0.1 -0.4 0.0
H -0.46288 1.21476 -6.60470 0.0 0.0 0.0
C -0.71492 -2.14447 -3.35653 0.0 -0.2 0.1
F -1.57471 -5.94699 -1.95095 0.0 0.0 0.0
H 4.57770 2.36935 1.78163 0.0 0.0 0.0
H 3.02607 3.63530 3.66071 0.0 0.0 0.0
N -1.87627 0.88003 3.50378 0.1 0.3 -0.1
C 2.77703 3.28382 2.67538 -0.1 0.0 0.0
H -1.09060 -1.03630 -5.88238 0.0 -0.1 0.0
```
Forces are in eV/Å.

Charge ... -1
Energy relative to the best compared isomer or geometry (same formula, charge and spin) ... 110.7 kJ/mol
Max |F| ... 0.06230 hartree/bohr
HOMO level ... -3.594 eV
Orbital gap ... 4.3733 eV

These are the natural (NBO) partial charges, in e, on atoms 1 to 2: 0.23 -0.37